# 1
DFT (the ωB97M-V functional and the def2-TZVPD basis) results for a structure of composition C4H28FeO15 at a distorted geometry.

Last column: Löwdin spin population.
Element x y z (Å)
Fe  0.15706  -2.02135  1.42028  3.773
C  2.34635  -5.26252  -0.16023  0.002
C  1.60575  -4.09968  0.44071  0.005
O  0.91577  -4.14287  1.48911  0.036
O  1.55884  -3.03206  -0.11096  0.031
H  2.12667  -5.57896  -1.17989  0.000
H  2.23361  -6.13103  0.48867  0.001
H  3.33303  -4.80102  -0.19999  0.000
C  -0.97513  1.63915  -0.21066  0.002
C  -0.45966  0.35519  0.48786  0.009
O  -0.00013  -0.57077  -0.24275  0.046
O  -0.47188  0.08365  1.69855  0.029
H  -0.21605  2.41667  -0.12481  0.000
H  -1.93576  1.86122  0.25409  0.000
H  -1.15665  1.51480  -1.27821  0.001
O  1.27252  3.98418  -1.54181  0.000
H  1.48150  3.53226  -2.35933  0.000
H  1.74387  3.49308  -0.86884  0.000
O  1.39515  4.14134  2.53797  0.000
H  1.53095  3.39079  1.95963  0.000
H  2.26346  4.33039  2.89369  0.000
O  0.93173  2.21014  -3.49504  0.000
H  0.50432  1.40776  -3.19550  0.000
H  0.88503  2.16481  -4.45002  0.000
O  -0.44040  -0.27766  -3.05422  0.001
H  -0.17246  -1.16771  -3.28277  0.000
H  -0.34286  -0.23446  -2.10298  0.000
O  -1.75524  -2.75898  0.79135  0.029
H  -2.66331  -2.46588  0.86697  0.002
H  -1.80240  -3.55049  0.25514  0.001
O  -4.17745  -0.16531  1.95365  0.000
H  -4.57734  -0.33122  2.80735  0.000
H  -3.44660  0.42364  2.14138  0.000
O  -2.44545  2.34554  -4.44063  0.000
H  -2.18222  2.23701  -3.52676  0.000
H  -3.39969  2.27189  -4.42590  0.000
O  -3.43628  2.34672  2.21655  0.000
H  -3.47752  2.42837  3.16936  0.000
H  -2.66711  2.85790  1.96495  0.000
O  2.01678  -1.31107  2.16107  0.028
H  2.80968  -1.82900  2.02223  0.001
H  2.33457  -0.46689  2.48139  0.003
O  2.34428  -1.64542  -2.43683  0.000
H  2.10841  -1.96563  -1.56616  0.000
H  2.12129  -2.36603  -3.02610  0.000
O  0.58707  1.75339  3.91353  0.000
H  1.48824  1.75761  3.59087  0.000
H  0.10566  1.22850  3.27404  0.000

The value obtained for the frontier orbital gap (alpha / beta) is 9.41 / 9.12 eV. The energy above the lowest of the compared OMol25 structures with the same formula, charge and spin comes out at 62.9 kJ/mol. For the total energy, the calculation gives -2561.575240 a.u. As for the spin multiplicity: 5. Its charge is 0. The value obtained for the HOMO energy (alpha / beta) is -9.8 / -9.6 eV. Its molar mass is 372.10 g mol⁻¹.


# 2
DFT (the ωB97M-V functional and the def2-TZVPD basis) results for the molecule C10H7NO4 at a distorted geometry.

Last column: natural (NBO) charge in e.
Element x y z (Å)
C  -3.79464  0.41957  0.04055  -0.244
C  -3.65844  -0.96442  0.13646  -0.145
C  -2.73967  1.26160  -0.23828  -0.120
C  -2.39663  -1.50796  0.07038  -0.230
C  -1.39006  0.75073  -0.14293  -0.370
C  -1.23111  -0.70378  0.00503  0.283
C  -0.37787  1.64901  -0.10451  0.823
C  2.35130  -0.06570  -0.20560  0.676
C  1.09266  -0.46616  0.33535  0.049
C  4.70635  0.06928  0.15436  -0.292
N  0.02949  -1.19862  -0.12121  -0.166
O  0.37336  2.48005  -0.29628  -0.330
O  2.46562  0.69529  -1.19276  -0.655
O  0.74699  -1.63511  1.02657  -0.334
O  3.40986  -0.45838  0.57609  -0.520
H  -4.87423  0.86406  -0.08259  0.233
H  -4.50294  -1.65463  0.07657  0.235
H  -2.87776  2.44011  -0.14462  0.240
H  -2.32996  -2.63545  -0.03759  0.247
H  5.26695  0.42710  1.19737  0.199
H  4.51865  0.93433  -0.55380  0.225
H  5.21209  -0.70092  -0.49859  0.195

The value obtained for the frontier orbital gap (alpha / beta) is 5.84 / 5.83 eV. The energy above the lowest of the compared OMol25 structures with the same formula, charge and spin comes out at 781.0 kJ/mol. For the total energy, the calculation gives -740.720764 a.u. As for the spin multiplicity: 1. Its charge is 0. The value obtained for the HOMO energy (alpha / beta) is -7.3 / -7.3 eV. Its molar mass is 205.17 g mol⁻¹.


# 3
DFT (the ωB97M-V functional and the def2-TZVPD basis) results for the molecule C19H16ClN3O4 at a distorted geometry.

Last column: natural (NBO) charge in e.
Element x y z (Å)
O  -0.09765  0.00398  4.55799  -0.511
O  -1.75591  -2.70759  1.34247  -0.538
O  2.01219  3.23595  -2.12122  -0.622
Cl  2.78056  -2.38018  -1.11664  0.019
N  -2.51828  -1.47454  5.77093  -0.364
O  1.93832  -0.03360  -3.35491  -0.356
C  -0.84243  -0.75139  3.93881  0.647
C  -1.61186  -2.09969  2.37514  0.664
C  1.76261  2.17381  -2.66653  0.656
C  -3.59219  -2.24448  5.99634  0.058
C  -1.97423  -1.47506  4.53250  0.110
C  -4.15158  -3.08948  5.00815  -0.236
C  -3.55346  -3.13675  3.75429  -0.122
C  0.58619  0.63107  1.45793  -0.202
C  1.10148  -1.63484  0.93121  -0.244
C  1.53578  1.07083  0.53888  -0.207
C  2.04423  -1.22724  -0.03301  -0.021
C  -2.44323  -2.32277  3.54502  -0.157
C  0.33141  -0.73997  1.68627  0.218
C  2.29582  0.15816  -0.24085  -0.042
N  -0.70029  -1.09465  2.60558  -0.485
N  2.43337  0.99610  -2.47481  -0.155
C  3.26026  0.67737  -1.30323  -0.255
C  1.23802  2.57983  -5.14473  -0.591
C  -0.59472  2.70938  -3.47233  -0.594
C  0.68272  0.46767  -3.83311  -0.066
C  0.76091  2.00298  -3.79205  -0.169
H  -4.04834  -2.19869  6.98912  0.207
H  -5.00117  -3.74706  5.24109  0.231
H  -3.96764  -3.79290  2.97078  0.242
H  0.02646  1.36040  2.05789  0.230
H  0.91630  -2.68842  1.03929  0.240
H  1.72224  2.14356  0.43669  0.244
H  4.02835  -0.01580  -1.57522  0.238
H  3.73934  1.60478  -0.99011  0.253
H  2.28647  2.33373  -5.35315  0.218
H  0.62282  2.19925  -5.93601  0.208
H  1.15280  3.65795  -5.16051  0.221
H  -1.09433  2.20986  -2.63583  0.212
H  -1.24293  2.70200  -4.36605  0.210
H  -0.44472  3.76341  -3.23894  0.234
H  -0.08503  0.10263  -3.14833  0.177
H  0.46135  0.07041  -4.81882  0.201

The value obtained for the frontier orbital gap is 8.04 eV. The energy above the lowest of the compared OMol25 structures with the same formula, charge and spin comes out at 0.0 kJ/mol. For the total energy, the calculation gives -1659.020893 a.u. As for the spin multiplicity: 1. Its charge is 0. The value obtained for the HOMO energy is -8.8 eV. Its molar mass is 385.81 g mol⁻¹. Its SMILES is CC1(C)CON(Cc2ccc(N3C(=O)c4cccnc4C3=O)cc2Cl)C1=O.


# 4
DFT (the ωB97M-V functional and the def2-TZVPD basis) results for a structure of composition C25H24ClN2ORuTe.

Last column: natural (NBO) charge in e.
Element x y z (Å)
Ru  0.10240  -0.10595  0.55590  0.173
C  4.10207  1.24114  1.68452  -0.230
C  4.92678  0.31714  1.06510  -0.135
C  4.35715  -0.65596  0.27003  -0.206
C  2.97825  -0.69973  0.09787  0.179
N  2.18073  0.18446  0.73062  -0.412
C  2.74124  1.13044  1.49839  0.065
C  2.31708  -1.69547  -0.76494  0.158
C  3.01404  -2.52123  -1.63646  -0.209
C  2.31399  -3.42201  -2.41936  -0.136
C  0.93532  -3.47312  -2.32080  -0.227
C  0.30551  -2.61081  -1.44157  0.085
N  0.98109  -1.74671  -0.68602  -0.479
H  4.49802  2.02588  2.31277  0.246
H  5.99905  0.35406  1.20243  0.241
H  4.98219  -1.39239  -0.21270  0.233
H  2.05591  1.81351  1.97968  0.220
H  4.08884  -2.45596  -1.71928  0.227
H  2.84180  -4.07191  -3.10498  0.237
H  0.35025  -4.15920  -2.91668  0.242
H  -0.77135  -2.58870  -1.33173  0.245
Te  0.27868  -1.15416  2.85578  1.009
C  0.70886  -3.13978  2.27798  -0.302
C  1.98130  -3.64980  2.49383  -0.249
C  2.29690  -4.92068  2.02556  -0.193
C  1.33910  -5.67237  1.36126  -0.197
C  0.06206  -5.15888  1.16009  -0.218
C  -0.25491  -3.88663  1.61075  -0.170
C  -1.58205  -1.49911  3.79067  -0.290
C  -1.52743  -1.65836  5.17220  -0.233
C  -2.69386  -1.91643  5.87730  -0.204
C  -3.90456  -2.00581  5.20410  -0.188
C  -3.95099  -1.83862  3.82678  -0.145
C  -2.78926  -1.58420  3.11009  -0.264
H  2.72444  -3.07111  3.03103  0.221
H  3.28628  -5.32622  2.19496  0.224
H  1.58250  -6.66584  1.00698  0.227
H  -0.68754  -5.75157  0.65105  0.227
H  -1.24321  -3.47579  1.43647  0.225
H  -0.58450  -1.58455  5.70125  0.222
H  -2.65478  -2.04418  6.95116  0.228
H  -4.81496  -2.20197  5.75512  0.225
H  -4.89516  -1.90437  3.30206  0.219
H  -2.82873  -1.44164  2.03873  0.254
C  -0.05170  2.28731  -0.93033  -0.280
O  -0.57371  2.56112  0.38096  -0.486
C  -0.57273  1.53992  1.21666  0.511
C  -1.31535  1.92583  2.44624  -0.740
H  1.03673  2.22953  -0.90782  0.195
H  -0.36198  3.10763  -1.56969  0.234
H  -0.49299  1.36512  -1.32608  0.206
H  -2.33252  1.54174  2.30498  0.279
H  -1.36760  3.00765  2.56625  0.243
H  -0.92796  1.46501  3.35379  0.227
Cl  -2.07698  -0.65029  -0.16969  -0.534

The value obtained for the frontier orbital gap is 7.53 eV. The energy above the lowest of the compared OMol25 structures with the same formula, charge and spin comes out at 7.3 kJ/mol. For the total energy, the calculation gives -1974.728550 a.u. As for the spin multiplicity: 1. Its charge is +1. The value obtained for the HOMO energy is -11.1 eV. Its molar mass is 632.60 g mol⁻¹.